Formula: C60H53Cl4CuF6N10O22S2
Source: the Open Molecules 2025 dataset
Level of theory: ωB97M-V/def2-TZVPD

## Properties
HOMO-LUMO gap (spin up / spin down) (eV): 3.70 / 3.44
LUMO (spin up / spin down) (Ha): -0.2710 / -0.2804
HOMO level (spin up / spin down) (eV): -11.074 / -11.074
Energy above the lowest of the compared OMol25 structures with the same formula, charge and spin (kJ/mol): 863.89
Multiplicity: 2
Charge: +1

Atoms and positions in Å:
Cu 4.7435 2.4639 1.2684
C 0.7005 -1.0786 -2.4431
F 1.8000 -1.0424 -3.1726
F -0.3719 -1.2565 -3.2043
F 0.8404 -2.1405 -1.5973
S 0.5164 0.5972 -1.3980
O 1.3905 1.5675 -2.0846
O -0.8650 1.0534 -1.3501
N 1.2711 0.3044 0.2022
S 0.0413 -0.3313 0.9778
O -0.7634 0.7672 1.5320
O -0.6728 -1.3616 0.2691
C 0.9025 -1.2482 2.4004
F 1.5925 -2.2651 1.9212
F 1.6823 -0.3627 3.0242
F -0.0665 -1.7482 3.2514
Cl -5.2038 3.9217 -8.8990
C -4.6080 4.1138 -7.1889
C -3.2707 4.8241 -7.1027
Cl -2.0183 3.9190 -7.9688
H -4.5915 3.0778 -6.8505
H -5.3023 4.5618 -6.4781
H -2.8119 4.9514 -6.1221
H -3.3552 5.7893 -7.6021
Cl -6.5733 7.9139 -2.2101
C -5.9523 6.8310 -1.0618
C -6.9672 6.2957 -0.0882
Cl -8.1003 5.1080 -0.6371
H -5.1132 7.3005 -0.5483
H -5.5243 6.0036 -1.6278
H -7.5584 7.0983 0.3526
H -6.5044 5.8461 0.7903
C -2.4131 3.6165 10.5890
C -2.3948 3.3100 9.1664
C -2.8484 4.2769 8.2524
C -3.2862 5.5598 8.6568
C -3.2340 5.8262 10.0436
C -2.8591 4.8506 10.9995
N -3.7804 6.5112 7.6762
O -4.2912 7.5727 8.0550
O -3.7320 6.1259 6.5392
H -1.9950 2.9163 11.2970
H -2.0431 2.3695 8.7687
H -2.9234 3.9669 7.2206
H -3.6041 6.7700 10.4161
H -2.8808 5.0474 12.0612
C 0.3095 10.3890 6.9553
C -0.1013 10.6398 5.6457
C 0.1263 9.7616 4.6209
C 0.9225 8.6614 4.8300
C 1.3771 8.4313 6.1626
C 1.1201 9.3120 7.2377
N 1.1531 7.7692 3.6840
O 1.9707 6.8184 3.8464
O 0.5655 7.9776 2.6117
H 0.1349 11.1897 7.6588
H -0.6546 11.5371 5.4113
H -0.2697 10.0360 3.6543
H 1.8747 7.4976 6.3792
H 1.4982 9.0730 8.2207
C 3.8460 9.0947 -7.0401
C 5.1843 8.8582 -7.0648
C 5.8451 8.2473 -6.0311
C 5.0971 7.8102 -4.8613
C 3.7531 8.1325 -4.8078
C 3.1178 8.7264 -5.9030
N 5.7735 7.1555 -3.7425
O 6.9693 7.0612 -3.7455
O 5.0282 6.7128 -2.8616
H 3.3656 9.6488 -7.8329
H 5.6731 9.2961 -7.9225
H 6.8878 7.9686 -6.0703
H 3.1280 7.8102 -3.9883
H 2.0730 8.9905 -5.9741
C 7.8454 -7.6435 1.1005
C 9.0871 -8.0124 1.7015
C 9.6341 -9.2442 1.4480
C 8.8269 -10.2347 0.8473
C 7.6401 -9.8921 0.2368
C 7.1707 -8.5664 0.3207
N 9.3568 -11.5960 0.6687
O 10.4549 -11.8082 1.0658
O 8.6592 -12.4485 0.0905
H 7.4164 -6.6573 1.1994
H 9.5940 -7.2495 2.2738
H 10.5765 -9.3760 1.9588
H 6.9299 -10.5115 -0.2907
H 6.2908 -8.3214 -0.2557
C 8.6665 0.9443 -8.3637
C 7.6082 1.6421 -7.7897
C 7.1923 1.2193 -6.5141
C 7.8023 0.1395 -5.8624
C 8.7362 -0.6450 -6.5257
C 9.1958 -0.2013 -7.7461
N 7.3493 -0.2134 -4.4932
O 7.2947 -1.3880 -4.1636
O 6.9058 0.6943 -3.8289
H 9.1003 1.2690 -9.2980
H 7.1401 2.4762 -8.2912
H 6.3990 1.7143 -5.9736
H 9.2510 -1.5070 -6.1279
H 10.0017 -0.6647 -8.2959
C -4.2311 -7.7376 -4.8952
C -5.4351 -8.1411 -5.5224
C -6.5222 -8.4334 -4.7333
C -6.5109 -8.2797 -3.3280
C -5.2748 -7.9073 -2.7104
C -4.1414 -7.6613 -3.5187
N -7.6465 -8.7692 -2.5538
O -8.7402 -8.7892 -3.0612
O -7.4903 -9.0184 -1.3197
H -3.3475 -7.6530 -5.5103
H -5.4577 -8.2271 -6.5987
H -7.4358 -8.8197 -5.1607
H -5.1821 -7.7377 -1.6478
H -3.1985 -7.4306 -3.0453
C -9.2773 2.9870 7.5250
C -9.2687 2.5198 6.2323
C -8.3927 1.4487 5.8874
C -7.5773 0.8791 6.8905
C -7.5690 1.4185 8.1577
C -8.3731 2.4889 8.4187
N -6.6988 -0.2672 6.6061
O -6.3583 -1.0342 7.4949
O -6.2533 -0.2898 5.5015
H -10.0249 3.6699 7.9007
H -9.8580 2.9613 5.4422
H -8.4822 0.9623 4.9273
H -6.9566 1.0694 8.9760
H -8.3026 2.8807 9.4227
C -2.2301 -5.4323 -11.3174
C -3.1572 -5.9087 -12.2677
C -4.3793 -5.2915 -12.3927
C -4.6916 -4.1584 -11.6113
C -3.7380 -3.6543 -10.6933
C -2.4964 -4.2868 -10.6085
N -6.0508 -3.6291 -11.7725
O -6.4832 -2.7487 -11.0334
O -6.8218 -4.1450 -12.5332
H -1.2880 -5.9595 -11.2862
H -2.8027 -6.7426 -12.8554
H -5.0609 -5.7815 -13.0722
H -3.9862 -2.8379 -10.0313
H -1.7223 -3.9167 -9.9526
C 4.0532 -8.2988 7.5148
C 4.9614 -8.8379 8.4656
C 4.7804 -8.6014 9.8103
C 3.7814 -7.7503 10.2525
C 2.9077 -7.2201 9.2694
C 3.0729 -7.5062 7.9525
N 3.5920 -7.4000 11.6833
O 2.4953 -6.9945 12.1218
O 4.5670 -7.6129 12.4225
H 4.2496 -8.5366 6.4798
H 5.6808 -9.5911 8.1801
H 5.5125 -9.0612 10.4575
H 2.0500 -6.6321 9.5609
H 2.3151 -7.2717 7.2195

---

Formula: C60H55ClMnN6O5P2
Source: the Open Molecules 2025 dataset
Level of theory: ωB97M-V/def2-TZVPD

## Properties
HOMO-LUMO gap (spin up / spin down) (eV): 5.11 / 6.93
LUMO (spin up / spin down) (Ha): -0.0622 / -0.0327
HOMO level (spin up / spin down) (eV): -6.804 / -7.816
Multiplicity: 6

Atoms and positions in Å:
Mn 0.6932 0.3903 0.6707
C -1.7757 -1.7198 2.6309
N -1.8405 -0.5549 3.4873
C -2.2658 0.6184 2.7833
P -0.9692 1.6864 1.9331
C -2.2001 2.9958 1.5483
C -3.1347 2.7629 0.5427
C -4.0964 3.7115 0.2424
C -4.1438 4.9045 0.9473
C -3.2196 5.1435 1.9491
C -2.2495 4.1999 2.2436
C -0.0048 2.5287 3.2408
C 1.2244 3.0521 2.8368
C 2.0264 3.7246 3.7380
C 1.6192 3.8733 5.0551
C 0.3970 3.3667 5.4609
C -0.4154 2.7025 4.5566
C -2.1336 -0.6994 4.8529
C -2.7745 0.2940 5.6048
C -3.0194 0.1419 6.9568
C -2.6445 -1.0064 7.6249
C -2.0360 -2.0128 6.8988
C -1.7923 -1.8650 5.5488
P -0.4623 -1.8687 1.2163
C -1.3375 -3.3562 0.6021
C -2.5414 -3.2374 -0.0834
C -3.1878 -4.3645 -0.5615
C -2.6285 -5.6189 -0.3752
C -1.4190 -5.7396 0.2865
C -0.7770 -4.6154 0.7726
C 1.0195 -2.6151 2.0100
C 2.2252 -2.6077 1.3082
C 3.3794 -3.1192 1.8722
C 3.3661 -3.6093 3.1679
C 2.1825 -3.6031 3.8836
C 1.0209 -3.1222 3.3047
H -2.7151 -1.7676 2.0466
H -1.7454 -2.6408 3.2101
H -2.8425 1.2925 3.4169
H -2.9250 0.3343 1.9440
H -3.0986 1.8321 -0.0094
H -4.8143 3.5271 -0.5436
H -4.8913 5.6480 0.7114
H -3.2512 6.0692 2.5059
H -1.5362 4.4071 3.0271
H 1.5541 2.8860 1.8122
H 2.9828 4.1158 3.4230
H 2.2603 4.3756 5.7634
H 0.0716 3.4869 6.4834
H -1.3656 2.3216 4.8894
H -3.1369 1.2083 5.1609
H -3.5227 0.9378 7.4855
H -2.8282 -1.1197 8.6816
H -1.7399 -2.9301 7.3827
H -1.3201 -2.6920 5.0494
H -2.9574 -2.2534 -0.2676
H -4.1284 -4.2665 -1.0879
H -3.1336 -6.4990 -0.7469
H -0.9686 -6.7122 0.4235
H 0.1804 -4.7162 1.2575
H 2.2629 -2.2054 0.3078
H 4.3032 -3.1128 1.3094
H 4.2738 -3.9828 3.6206
H 2.1585 -3.9607 4.9031
H 0.1203 -3.1408 3.8907
N 1.3159 0.1389 2.3928
C 1.4521 -0.1105 3.5422
N 1.7196 -0.1979 4.7388
C 1.3771 -0.8346 5.7963
N 1.1294 -1.3469 6.7974
C 0.1630 4.5851 -0.2443
O -0.1839 3.2112 -0.3356
C -0.1967 3.0175 -2.8374
C -1.5745 4.8343 -3.9631
C -1.5608 4.4814 -5.2706
C -1.4099 3.1710 -5.7636
C -0.9418 2.0460 -5.0872
C -0.3588 1.9051 -3.8454
N 0.0291 0.6552 -3.4660
C 0.7422 0.3857 -2.2618
C 2.2534 0.5423 -2.3808
C 2.8809 0.7274 -3.5966
C 4.2627 0.8119 -3.6779
C 5.0239 0.7025 -2.5218
C 4.4166 0.5301 -1.2975
C 3.0120 0.4525 -1.1850
O 2.4552 0.3219 -0.0201
H -0.2770 4.9254 0.6949
H -0.2252 5.1836 -1.0657
H 1.2501 4.6901 -0.1926
H -1.6395 5.8759 -3.6913
H -1.7017 5.2565 -6.0141
H -1.6442 3.0144 -6.8094
H -0.9781 1.1235 -5.6586
H 0.0020 -0.0782 -4.1572
H 0.5401 -0.6527 -1.9540
H 2.2821 0.8102 -4.4928
H 4.7311 0.9538 -4.6397
H 6.1017 0.7539 -2.5813
H 4.9891 0.4468 -0.3857
C -0.1835 -3.0139 -6.2903
C 1.1312 -3.5156 -5.7698
C 2.2700 -3.4241 -6.5596
C 3.4843 -3.8934 -6.0917
Cl 4.8792 -3.7839 -7.1094
C 3.5918 -4.4494 -4.8275
C 2.4614 -4.5458 -4.0378
C 1.2317 -4.0974 -4.5023
O 0.0948 -4.2550 -3.7300
C -0.1823 -3.1882 -2.8591
C 0.6055 -3.1842 -1.5180
O 1.3174 -4.1103 -1.1988
O 0.3560 -2.1220 -0.8482
H -0.3429 -3.3742 -7.3044
H -0.1947 -1.9226 -6.3132
H -0.9973 -3.3628 -5.6594
H 2.1995 -2.9975 -7.5500
H 4.5420 -4.8132 -4.4692
H 2.5085 -4.9671 -3.0464
H -1.2450 -3.2642 -2.6041
H -0.0043 -2.2243 -3.3534
C 1.0286 3.8674 -3.2343
C -1.5398 3.8209 -2.8728
C 0.0114 2.4602 -1.4416
N 0.2993 1.2378 -1.1753
H 1.0420 4.8377 -2.7440
H 0.9983 4.0379 -4.3065
H 1.9501 3.3383 -2.9873
H -2.3267 3.0829 -3.0548
H -1.7552 4.2887 -1.9151

---

Formula: C60H58NO2P2SScSi
Source: the Open Molecules 2025 dataset
Level of theory: ωB97M-V/def2-TZVPD

## Properties
HOMO-LUMO gap (eV): 8.02
LUMO (Ha): -0.1578
HOMO level (eV): -12.312
Energy above the lowest of the compared OMol25 structures with the same formula, charge and spin (kJ/mol): 82.27
Charge: +2

Atoms and positions in Å:
Sc -0.3422 -0.6517 0.4282
O 0.6022 1.2148 0.7717
S 0.2211 2.3704 -0.1810
C -0.2371 3.6431 0.9529
C 0.7446 4.3853 1.5786
C 0.4436 5.4158 2.4821
C -0.8783 5.6979 2.7090
C -1.5294 6.7429 3.5785
C -3.0518 6.5697 3.3380
C -3.1629 5.3623 2.4435
C -4.2409 4.6847 1.9541
C -4.0055 3.5379 1.1673
C -2.7525 3.0741 0.8078
P -2.6312 1.4385 -0.0221
C -4.1735 0.6209 0.4883
C -5.3720 0.7887 -0.2063
C -6.5362 0.1877 0.2477
C -6.5116 -0.5960 1.3950
C -5.3208 -0.7806 2.0838
C -4.1577 -0.1756 1.6288
C -2.8859 1.7998 -1.7853
C -3.3251 3.0401 -2.2421
C -3.5033 3.2624 -3.6018
C -3.2392 2.2516 -4.5136
C -2.7832 1.0184 -4.0660
C -2.5988 0.7951 -2.7105
C -1.6186 3.8278 1.2392
C -1.8729 4.9189 2.0892
C 1.6786 2.9993 -0.9841
C 1.4747 4.3019 -1.3985
C 2.3975 5.0279 -2.1603
C 3.5620 4.4006 -2.4888
C 4.7515 4.9171 -3.2513
C 5.7477 3.7364 -3.2703
C 5.0313 2.6238 -2.5554
C 5.4228 1.3472 -2.2958
C 4.5082 0.5153 -1.6346
C 3.2432 0.8799 -1.2056
P 2.3625 -0.5608 -0.4412
C 3.2519 -0.6944 1.1447
C 3.5892 -1.9030 1.7486
C 4.1659 -1.9252 3.0096
C 4.4006 -0.7415 3.6922
C 4.0635 0.4686 3.1025
C 3.4978 0.4924 1.8377
C 2.8294 -1.9900 -1.4763
C 3.9877 -2.7576 -1.3273
C 4.1916 -3.8871 -2.1073
C 3.2463 -4.2588 -3.0577
C 2.1011 -3.4923 -3.2290
C 1.8935 -2.3707 -2.4364
C 2.8359 2.2503 -1.3944
C 3.7637 3.0554 -2.1079
H 1.7825 4.1883 1.3380
H 1.2424 5.9739 2.9526
H -1.1786 7.7437 3.3265
H -1.2665 6.5718 4.6239
H -3.4792 7.4446 2.8460
H -3.6021 6.4305 4.2681
H -5.2582 4.9772 2.1807
H -4.8761 2.9754 0.8566
H -5.3912 1.3841 -1.1120
H -7.4620 0.3249 -0.2960
H -7.4205 -1.0650 1.7497
H -5.2978 -1.3946 2.9756
H -3.2380 -0.3203 2.1864
H -3.5366 3.8375 -1.5410
H -3.8517 4.2274 -3.9464
H -3.3836 2.4243 -5.5721
H -2.5682 0.2301 -4.7765
H -2.2291 -0.1622 -2.3628
H 0.5586 4.8031 -1.1132
H 2.1803 6.0483 -2.4465
H 5.1685 5.7996 -2.7654
H 4.4579 5.2205 -4.2570
H 6.6794 3.9819 -2.7588
H 6.0139 3.4379 -4.2846
H 6.3894 0.9634 -2.5948
H 4.8371 -0.4980 -1.4604
H 3.4097 -2.8419 1.2454
H 4.4326 -2.8730 3.4593
H 4.8519 -0.7611 4.6753
H 4.2484 1.3984 3.6243
H 3.2479 1.4456 1.3891
H 4.7318 -2.4863 -0.5888
H 5.0962 -4.4694 -1.9833
H 3.4156 -5.1303 -3.6779
H 1.3710 -3.7621 -3.9825
H 0.9798 -1.7989 -2.5598
C 1.8501 -6.6442 0.4487
N 0.7782 -5.6872 0.0389
C -0.5537 -6.1100 0.5600
C 1.0847 -4.2127 0.2764
C 0.8669 -3.6420 1.6540
C 1.2594 -4.2853 2.8234
C 1.0632 -3.6906 4.0656
C 0.5063 -2.4268 4.1448
C 0.1872 -1.7690 2.9603
C 0.3576 -2.3341 1.6982
H 1.6929 -7.5794 -0.0831
H 1.7813 -6.8239 1.5143
H 2.8187 -6.2240 0.1900
H 0.7342 -5.7481 -0.9790
H -0.5372 -6.0423 1.6433
H -0.7413 -7.1327 0.2414
H -1.3061 -5.4429 0.1600
H 0.4335 -3.6802 -0.4127
H 2.1087 -4.0953 -0.0817
H 1.7396 -5.2548 2.8033
H 1.3579 -4.2152 4.9650
H 0.3441 -1.9550 5.1056
H -0.2034 -0.7454 3.0608
C -3.0374 -3.7238 0.7078
Si -2.6577 -2.8575 -0.9160
C -4.2812 -2.2569 -1.5897
C -1.8941 -4.0020 -2.2074
O -1.5147 -1.6882 -0.6392
H -3.3350 -4.7679 0.5731
H -3.8901 -3.2170 1.1678
H -2.2103 -3.6822 1.4211
H -4.7991 -3.1495 -1.9621
H -4.2101 -1.5548 -2.4220
H -4.9087 -1.8181 -0.8165
H -2.3306 -5.0052 -2.1945
H -0.8072 -4.0923 -2.1020
H -2.0813 -3.5929 -3.2042